# 1
Entry from OMol25: a cluster of 2 separate species, C3H5BrF2O in total in a non-equilibrium geometry (ωB97M-V/def2-TZVPD).

```
12
Properties=species:S:1:pos:R:3
Br -0.953 3.506 -0.556
F -0.056 -0.113 2.370
F -1.427 -0.003 0.655
O 0.387 -1.483 0.557
C -0.008 3.033 0.941
C -0.442 -2.301 -0.237
C -0.161 -0.311 0.976
H 0.955 3.669 1.079
H -0.508 2.596 1.729
H 0.060 -3.219 -0.595
H -1.250 -2.504 0.353
H -0.982 -1.826 -1.096
```

E in Ha: -2966.1205
LUMO energy (spin up / spin down) in eV: 0.064 / -0.008
HOMO energy (spin up / spin down) in Ha: -0.3068 / -0.3277
Energy relative to the best compared isomer or geometry (same formula, charge and spin) in kcal/mol: 99.1

Mulliken population analysis, charges in e, atoms 1 to 4: Br -0.052; F -0.221; F -0.182; O -0.285

# 2
Entry from OMol25: the ion C3H5BrN3 with charge +1 in a non-equilibrium geometry (ωB97M-V/def2-TZVPD).

```
12
Properties=species:S:1:pos:R:3
Br -2.848 0.632 0.010
N 0.842 -0.795 0.023
N -1.226 -0.244 0.086
N -1.239 -1.584 0.038
C 0.009 0.242 0.029
C -0.009 -1.956 -0.034
C 0.501 1.611 0.002
H 0.926 1.927 0.858
H 0.431 -2.978 -0.108
H 1.817 -0.904 -0.128
H -0.360 2.416 -0.014
H 1.156 1.634 -0.761
```

2S+1: 3
E in Ha: -2855.1468
LUMO energy (spin up / spin down) in eV: -3.507 / -8.367
HOMO energy (spin up / spin down) in Ha: -0.4235 / -0.5764
Energy relative to the best compared isomer or geometry (same formula, charge and spin) in kcal/mol: 0.4
Total charge: +1

Mulliken population analysis, charges in e, atoms 1 to 4: Br 0.253; N -0.075; N 0.310; N -0.612

# 3
Entry from OMol25: the ion C3H5BrNO with charge -1 in a non-equilibrium geometry (ωB97M-V/def2-TZVPD).

```
11
Properties=species:S:1:pos:R:3
Br -2.736 1.432 -0.835
O 1.819 -1.605 -0.407
N 1.071 -0.717 0.102
C -0.975 0.582 0.175
C 0.020 0.004 -0.821
C 0.963 -0.233 1.274
H 0.620 0.880 -1.264
H -1.577 -0.091 0.788
H 1.611 -0.784 1.926
H -0.514 1.373 0.576
H -0.300 -0.841 -1.513
```

E in Ha: -2821.2031
LUMO energy in eV: 3.439
HOMO energy in Ha: -0.1280
Energy relative to the best compared isomer or geometry (same formula, charge and spin) in kcal/mol: 51.0
Total charge: -1

Mulliken population analysis, charges in e, atoms 1 to 4: Br -0.462; O -0.790; N 0.634; C -0.965

# 4
Entry from OMol25: a cluster of 2 separate species, C3H5BrS in total in a non-equilibrium geometry (ωB97M-V/def2-TZVPD).

```
10
Properties=species:S:1:pos:R:3
Br 3.603 0.035 0.011
S -0.064 2.601 0.104
C 0.769 0.006 0.018
C 1.842 -0.734 -0.092
C -0.635 -0.458 0.073
H -0.192 2.648 1.344
H -1.292 0.435 0.316
H -0.923 -0.529 -0.951
H -0.967 -1.140 0.870
H 1.713 -1.789 -0.509
```

E in Ha: -3089.3378
LUMO energy (spin up / spin down) in eV: -1.272 / -1.855
HOMO energy (spin up / spin down) in Ha: -0.3463 / -0.3343
Energy relative to the best compared isomer or geometry (same formula, charge and spin) in kcal/mol: 94.9

Mulliken population analysis, charges in e, atoms 1 to 4: Br -0.138; S -0.240; C 0.180; C -0.385

# 5
Entry from OMol25: a cluster of 2 separate species, C3H5Cl in total in a non-equilibrium geometry (ωB97M-V/def2-TZVPD).

```
9
Properties=species:S:1:pos:R:3
Cl -3.353 -0.070 -0.157
C 1.497 -0.694 -0.163
C 0.995 0.700 0.169
C 0.705 -0.652 0.842
H 0.310 1.136 -0.532
H -3.428 0.259 1.070
H 2.170 -1.383 -0.633
H 1.628 1.391 0.756
H 0.242 -1.256 1.576
```

E in Ha: -577.3896
LUMO energy in eV: 0.953
HOMO energy in Ha: -0.3516
Energy relative to the best compared isomer or geometry (same formula, charge and spin) in kcal/mol: 52.5
Structure (SMILES): C1=CC1.Cl

Mulliken population analysis, charges in e, atoms 1 to 4: Cl -0.242; C -0.274; C -0.504; C -0.296

# 6
Entry from OMol25: a cluster of 2 separate species, C3H5Cl in total in a non-equilibrium geometry (ωB97M-V/def2-TZVPD).

```
9
Properties=species:S:1:pos:R:3
Cl -2.540 -0.137 0.016
C -0.134 0.218 -0.042
C 0.374 -1.137 -0.014
C 0.158 1.472 0.002
H 1.288 -1.170 0.582
H -0.356 -1.805 0.436
H -0.567 2.264 -0.024
H 0.580 -1.488 -1.025
H 1.198 1.784 0.069
```

E in Ha: -577.4134
LUMO energy in eV: -0.760
HOMO energy in Ha: -0.3639
Energy relative to the best compared isomer or geometry (same formula, charge and spin) in kcal/mol: 37.5

Mulliken population analysis, charges in e, atoms 1 to 4: Cl -0.424; C 0.347; C -0.846; C -0.522

# 7
Entry from OMol25: an isolated molecule of C3H5Cl in a non-equilibrium geometry (ωB97M-V/def2-TZVPD).

```
9
Properties=species:S:1:pos:R:3
Cl -2.343 0.005 -0.008
C 0.238 -1.026 0.020
C 0.100 1.319 -0.023
C -0.559 0.187 0.080
H 1.271 -0.556 -0.485
H 0.495 -1.656 1.020
H -0.017 -1.720 -0.739
H 1.229 1.237 -0.087
H -0.414 2.209 0.222
```

E in Ha: -577.4359
LUMO energy in eV: 0.909
HOMO energy in Ha: -0.3564
Energy relative to the best compared isomer or geometry (same formula, charge and spin) in kcal/mol: 23.4
Structure (SMILES): C=C(C)Cl

Mulliken population analysis, charges in e, atoms 1 to 4: Cl -0.202; C -0.825; C -0.724; C 0.559

# 8
Entry from OMol25: an isolated molecule of C3H5Cl in a non-equilibrium geometry (ωB97M-V/def2-TZVPD).

```
9
Properties=species:S:1:pos:R:3
Cl -2.073 -0.134 -0.012
C 0.411 -1.073 -0.032
C -0.348 0.174 -0.021
C -0.026 1.431 -0.068
H 0.917 1.745 0.123
H -0.077 -1.827 0.678
H -0.735 2.171 0.092
H 0.438 -1.691 -1.040
H 1.494 -0.796 0.280
```

E in Ha: -577.4553
LUMO energy in eV: 0.994
HOMO energy in Ha: -0.3534
Energy relative to the best compared isomer or geometry (same formula, charge and spin) in kcal/mol: 11.2
Structure (SMILES): C=C(C)Cl

Mulliken population analysis, charges in e, atoms 1 to 4: Cl -0.239; C -0.866; C 0.553; C -0.855

# 9
Entry from OMol25: an isolated molecule of C3H5Cl2N in a non-equilibrium geometry (ωB97M-V/def2-TZVPD).

```
11
Properties=species:S:1:pos:R:3
Cl -1.983 1.725 0.035
Cl -2.711 -0.954 -0.598
N -1.443 -0.444 1.633
C 0.054 -0.251 -0.479
C -1.483 0.008 0.325
C 0.303 -0.078 -1.746
H -0.383 0.395 -2.603
H 1.147 -0.418 -2.321
H 0.686 -0.782 0.265
H -0.626 0.006 2.097
H -2.276 -0.349 2.160
```

E in Ha: -1092.3899
LUMO energy in eV: 0.859
HOMO energy in Ha: -0.3785
Energy relative to the best compared isomer or geometry (same formula, charge and spin) in kcal/mol: 27.0
Structure (SMILES): C=CC(N)(Cl)Cl

Mulliken population analysis, charges in e, atoms 1 to 4: Cl -0.196; Cl -0.183; N -0.508; C -0.194

# 10
Entry from OMol25: the ion C3H5Cl2N4 with charge +1 in a non-equilibrium geometry (ωB97M-V/def2-TZVPD).

```
14
Properties=species:S:1:pos:R:3
Cl -0.580 1.246 -2.897
Cl -1.555 1.885 2.156
N 0.703 -0.936 0.864
N -1.017 -0.759 -1.322
N -0.057 -0.110 1.490
N -0.692 1.357 -0.244
C -0.757 0.536 -1.312
C 1.915 -1.260 1.133
C -0.744 0.885 1.077
H -0.360 2.336 -0.371
H -0.841 -1.318 -0.507
H 2.643 -0.602 1.653
H -1.016 -1.212 -2.259
H 2.360 -2.046 0.541
```

E in Ha: -1256.4065
LUMO energy in eV: -4.477
HOMO energy in Ha: -0.4984
Energy relative to the best compared isomer or geometry (same formula, charge and spin) in kcal/mol: 52.0
Total charge: +1
Structure (SMILES): C=N/N=C(/Cl)NC(=[NH2+])Cl

Mulliken population analysis, charges in e, atoms 1 to 4: Cl -0.104; Cl -0.084; N -0.338; N -0.294

# 11
Entry from OMol25: an isolated molecule of C3H5Cl2NS in a non-equilibrium geometry (ωB97M-V/def2-TZVPD).

```
12
Properties=species:S:1:pos:R:3
Cl 0.946 -1.641 1.512
Cl -1.929 -1.945 1.369
S -0.886 -1.936 -1.724
N 0.221 0.314 -0.977
C 0.701 1.394 -0.115
C -0.440 -0.799 -0.632
C -0.566 -0.988 0.879
H 0.208 0.487 -1.967
H 1.319 1.057 0.702
H -0.701 0.031 1.385
H 1.272 2.075 -0.728
H -0.145 1.952 0.296
```

E in Ha: -1490.6255
LUMO energy in eV: 0.200
HOMO energy in Ha: -0.3183
Energy relative to the best compared isomer or geometry (same formula, charge and spin) in kcal/mol: 7.5
Structure (SMILES): CNC(=S)C(Cl)Cl

Mulliken population analysis, charges in e, atoms 1 to 4: Cl -0.129; Cl -0.127; S -0.297; N -0.175

# 12
Entry from OMol25: an isolated molecule of C3H5Cl3 in a non-equilibrium geometry (ωB97M-V/def2-TZVPD).

```
11
Properties=species:S:1:pos:R:3
Cl 2.054 0.341 1.201
Cl 1.574 -0.779 -1.909
Cl -0.862 0.989 -2.047
C -0.390 -0.857 0.009
C 0.418 0.096 -0.902
C 1.105 1.160 -0.123
H -0.770 -0.210 0.899
H 1.734 1.729 -0.678
H -1.033 -1.574 -0.586
H 0.333 1.815 0.233
H 0.321 -1.554 0.389
```

E in Ha: -1497.8699
LUMO energy in eV: 0.580
HOMO energy in Ha: -0.4054
Energy relative to the best compared isomer or geometry (same formula, charge and spin) in kcal/mol: 12.1
Structure (SMILES): CC(Cl)(Cl)CCl

Mulliken population analysis, charges in e, atoms 1 to 4: Cl -0.153; Cl -0.130; Cl -0.201; C -1.134